(1)
Here is a molecular structure, C56H44CrFGeN2O2P2STe at a distorted geometry from OMol25. Energies are from ωB97M-V/def2-TZVPD.

The calculation puts the calculated total energy at -190220.7810 eV. As for the total charge: -2. The HOMO energy (spin up / spin down) comes out at -1.4 / -2.3 eV. As for the multiplicity: 6. The LUMO energy (spin up / spin down) is 0.147 / 0.147 Eh. For the HOMO-LUMO gap (spin up / spin down), the calculation gives 0.1965 / 0.2313 Eh.

```
111
C56H44CrFGeN2O2P2STe, DFT ωB97M-V/def2-TZVPD
C 1.1175 -1.4932 3.6597
H -3.1854 1.3377 5.0314
H -3.1221 1.8786 -4.5531
C -2.2000 -1.7610 -3.7710
C 0.7642 0.9479 0.7022
H 0.5283 -0.9795 4.4075
H -0.5288 3.6820 3.8987
H 3.1764 2.7771 -2.0218
H -0.1146 -0.2391 -5.0773
C -1.6268 -0.7274 -3.0324
H -4.2239 0.0324 -5.7947
H -3.8944 6.3159 3.6650
C 2.2677 -2.8269 -2.9087
C 1.0781 2.3921 0.9386
H 3.0719 1.7820 4.3382
C 6.0135 0.2100 -1.7678
C -1.7151 0.1565 3.0123
C 3.7322 0.7457 -2.3587
H 6.7976 -0.5291 -1.6474
C -3.3991 5.4010 3.3662
H -4.9616 4.8060 2.0242
C -3.4853 -0.1843 -5.0331
H 4.3289 2.1671 2.2302
H -3.8592 1.0149 7.4130
H 2.7285 -1.9521 4.9943
C -4.3596 -0.3198 4.3350
C 2.2496 -1.6504 -3.6490
H 3.1383 2.4680 0.1314
C 1.1838 1.5977 3.3603
N 2.1449 0.6361 0.5471
H -6.1346 -2.2380 6.4939
C 0.3870 0.6935 -5.2996
C -2.6723 -4.0926 4.0537
H -3.5932 -2.3116 -5.2923
H -2.9770 -4.2658 5.0772
C 1.3781 1.1554 -4.4415
C 0.0411 1.3935 -6.4399
Te -3.7703 -0.1173 2.2610
C -1.7797 -2.6388 2.3640
C -5.4946 -1.4434 6.1232
F -3.0628 0.0493 -0.3238
C -1.3368 1.8194 -2.6626
O -1.2348 2.8444 -3.3323
C 2.7341 -4.1276 -4.8675
C -2.4421 -4.8747 1.7953
C -1.9639 0.6001 -3.3238
H 2.2048 3.9644 -6.1523
C -2.8879 0.8463 -4.3330
H 2.9037 -5.0860 -5.3456
C 2.5099 -4.0528 -3.5029
C 1.6879 3.0413 -5.9175
C -2.8080 -5.1023 3.1111
H -1.9012 -2.7750 -3.5504
C 2.7296 -2.9663 -5.6205
H 2.5094 -4.9578 -2.9063
C 4.7745 -0.1672 -2.2531
C 2.0290 2.3335 -4.7798
H 2.4972 -0.8473 -5.6174
H -2.0676 -2.0644 4.4089
C 2.4969 -1.7447 -5.0127
H 5.4050 3.4897 -1.2483
C 0.6854 2.5785 -6.7498
C 6.2507 1.5266 -1.4081
H 1.0047 -2.3158 0.3806
C 0.6346 -1.5950 2.3622
C -3.1311 -1.4943 -4.7540
C 0.4658 1.7181 2.1348
H 4.6035 -1.1929 -2.5499
C -1.5094 3.9218 3.5076
C 2.5565 1.8067 3.3849
H 2.8354 2.6903 -4.1565
C -2.1594 -2.8646 3.6847
S -0.4872 -1.2123 -1.7893
H 0.4085 3.1377 -7.6351
H -2.5688 -5.6562 1.0581
H 0.6282 1.3655 4.2579
C -2.1514 5.0884 3.8820
P -1.3136 1.5582 1.9412
H -1.6482 -3.4395 0.3924
H 4.0461 -3.1484 3.2821
C -2.1194 3.0529 2.6061
Ge 1.8109 0.1285 -2.7414
Cr -1.0711 0.3413 -0.0668
P -1.0335 -1.0410 1.8335
H 7.2144 1.8229 -1.0121
C -1.9254 -3.6474 1.4200
C 2.3461 -2.0427 3.9842
H 2.5455 -0.1455 1.0595
C 5.2318 2.4563 -1.5295
C -3.8598 0.5398 5.3150
C 3.0885 -2.7113 3.0235
C -3.3548 3.3976 2.0550
C 3.9851 2.0590 -1.9789
C 3.2552 2.0615 2.2328
N -5.0233 -0.6210 7.0504
C -3.9984 4.5537 2.4470
C -4.2220 0.3523 6.6337
H 0.6457 3.2754 0.4880
H -1.6740 5.7672 4.5775
H -0.7392 1.0157 -7.0882
H 2.0696 -2.7728 -1.8457
C 1.3885 -2.2574 1.3953
H -3.2081 -6.0642 3.4035
O -0.9611 1.7100 -1.4517
H 2.8971 -3.0169 -6.6908
C -5.2092 -1.3339 4.7760
H -5.6134 -2.0360 4.0603
C 2.5556 2.0134 0.9277
H 3.1989 -3.3132 0.9641
H -3.7934 2.7528 1.3001
C 2.6113 -2.8139 1.7242
```

=====

(2)
Here is a molecular structure, C42H54ClF3Ge2N5O4SSiY at a distorted geometry from OMol25. Energies are from ωB97M-V/def2-TZVPD.

The calculation puts the calculated total energy at -213529.5329 eV. As for the total charge: +1. Its relative energy (zero: lowest compared OMol25 entry of this formula, charge and spin) is 356.7 kJ/mol. The HOMO energy (spin up / spin down) comes out at -10.8 / -10.9 eV. As for the multiplicity: 2. The LUMO energy (spin up / spin down) is -0.086 / -0.192 Eh. For the HOMO-LUMO gap (spin up / spin down), the calculation gives 0.3124 / 0.2076 Eh.

```
114
C42H54ClF3Ge2N5O4SSiY, DFT ωB97M-V/def2-TZVPD
C 0.5463 -3.4180 -4.6767
H 4.3934 -0.9225 2.3629
H 4.0768 -3.3099 -1.7303
H -0.9809 2.5392 -3.4890
H 1.8077 -2.6019 -3.1591
C -1.1073 1.7974 5.2981
H -2.0445 5.3493 -1.4356
C -2.2049 -2.8691 0.3461
C -3.5425 3.0139 1.5990
N -0.1754 -2.5217 -2.5823
C 2.2030 3.2338 -2.5587
C 3.7551 2.7337 0.8277
C 3.7850 -3.0317 -0.7179
H -2.1236 -1.5573 3.1135
H 5.4655 3.2907 2.0021
H 3.2605 3.0255 -2.3419
C -5.6361 -2.5435 -0.2839
H 4.1976 3.0440 -0.1116
H 1.3594 -4.0216 3.1209
F -2.2530 -4.9212 -6.3679
Ge -0.6801 0.1844 4.3099
H 2.7009 -2.1990 3.6971
C 2.4261 -1.6011 2.8245
C -0.2125 2.1035 -4.1238
C 3.6143 -1.5228 1.8898
H -3.1482 -0.3687 3.9377
H -2.2033 -2.5832 -2.1990
C -1.7769 -3.4066 -4.1304
C -3.2429 4.4896 1.2339
C -1.4315 -2.8210 -2.9241
C 2.0133 -4.2929 1.1121
H 0.4293 -1.8141 2.6909
H 1.9314 2.0869 -0.0866
C -3.8971 2.7413 0.0481
C -3.6080 4.2336 -0.2647
N -3.3847 0.3414 -0.5751
Cl -5.9723 0.5791 -1.1540
H 1.6272 -5.2964 0.9587
H 3.0446 -4.3896 1.4474
H 0.6897 -1.8676 4.9744
Ge 0.0984 1.0009 2.0667
H 2.5038 0.2446 -1.8325
C 2.5133 1.2207 -4.7463
H 0.2275 3.8634 0.8770
H -4.4018 4.7683 -0.7805
H 1.7341 3.5788 -1.6307
H 5.1265 -1.4239 -0.3141
C 0.6031 -0.8437 5.3447
H 1.3037 -0.5543 -2.8344
H 2.1737 4.0679 -3.2728
H 2.5691 2.0017 -5.5185
H -1.7334 1.5080 6.1481
C -1.8136 2.0429 -1.0794
H -0.3598 3.5544 -1.4428
H 4.4332 2.6226 4.1486
H 1.5931 -0.3889 5.3857
C 1.1226 -3.6011 2.1388
H 3.8249 -0.9934 -1.4107
F -1.1438 -3.3028 -7.2903
H -2.8124 -3.6297 -4.3596
H -4.9439 2.4969 -0.0633
N 3.2477 -0.9824 0.5796
H -0.0142 2.8171 -4.9314
C -1.1994 3.3671 -0.7857
C -0.8129 3.5687 0.7610
F -0.1270 -5.1403 -6.7543
C -2.1583 4.5767 -0.6800
C -4.4622 -1.5881 -0.3121
H 2.1630 1.6778 4.1971
C -3.0667 -1.7171 -0.0827
H -2.3321 -1.6319 4.8729
H 0.0920 -3.8355 1.9115
C -1.1402 2.4055 1.6548
C 3.8847 2.4985 3.2233
C -2.4037 2.1815 2.0603
N 1.2338 -2.1329 2.1673
C -4.5956 -0.2535 -0.6353
H 2.1924 -0.6016 3.1730
C -0.7667 -3.6959 -5.0201
O -0.9558 -2.6010 0.4001
H 3.5367 1.0074 -4.4090
H -1.3485 5.7176 1.1920
C -3.0211 1.7408 -0.6414
H -4.4113 2.8918 2.2398
H -0.6286 1.1986 -4.5847
C 4.0564 -1.5421 -0.5024
H 1.3623 -3.6489 -5.3505
Y 0.3912 -0.8736 -0.2014
C -1.7779 4.7908 0.8195
H 4.3625 -3.6636 -0.0441
C 2.4717 2.1963 0.8493
O -6.7331 -2.1469 -0.5705
S 2.0520 -3.5068 -0.5297
H -4.4637 -3.9697 0.2731
C 1.4402 0.2746 -2.1347
C -2.2319 -0.9563 4.0196
C 1.8806 1.8046 2.0591
H -2.6502 1.2851 2.6318
H 4.0331 -2.5184 1.7504
C -1.0797 -4.2790 -6.3738
O -2.6812 -3.9587 0.6268
Si 1.4196 1.7098 -3.3116
C 4.4638 2.8770 2.0156
H 2.1164 0.3139 -5.2215
C 2.6031 1.9601 3.2450
H -0.1942 2.2651 5.6746
O -5.4171 -3.8004 0.0494
H 0.1968 -0.8819 6.3615
C 0.7909 -2.8354 -3.4510
H -1.1988 1.2826 -1.5469
H 3.3775 0.0221 0.5910
H -3.7405 5.2441 1.8372
N -2.4327 -0.5648 -0.2557
H -1.6423 2.5125 4.6780
```

=====

(3)
Here is 2 unconnected molecules or ions with the total composition C14H21N2O7P at a distorted geometry from OMol25. Energies are from ωB97M-V/def2-TZVPD.

The calculation puts the calculated total energy at -41457.9973 eV. As for the total charge: 0. The HOMO energy comes out at -9.7 eV. The LUMO energy is -0.067 Eh. As for the SMILES: NCc1cc(CCO)c2c(c1)C(=O)NC2=O.COP(=O)(OC)OC. For the HOMO-LUMO gap, the calculation gives 0.2882 Eh.

```
45
C14H21N2O7P, DFT ωB97M-V/def2-TZVPD
P -1.7703 -4.1881 0.4866
O -2.2422 4.7842 -1.1414
N 4.2646 2.0952 0.7062
O -0.4803 -3.1081 0.5773
H 4.6023 2.6912 -1.2872
O 1.2905 6.7633 -2.5842
H 3.3338 4.6510 -1.6025
O -1.6806 -4.2136 -1.0066
H 4.3012 3.0637 0.9981
O -3.2348 -4.9710 0.6252
H -0.5834 0.8016 -1.7736
C 0.1058 -2.8100 1.8604
H 3.8307 1.1004 -1.1195
H -1.0100 1.5930 0.9938
H -1.9592 2.6216 -0.0790
C 0.0763 4.0316 -0.8885
H 5.1836 1.6846 0.8096
C 0.1365 2.7217 -0.4419
O -1.3107 -0.4693 -0.3516
H -1.7475 -6.8461 2.4096
H 0.8241 -3.5873 2.1242
C 1.3897 2.1108 -0.4103
C -1.0785 4.9854 -1.0401
C -3.4396 -6.0572 -0.2774
N -0.4625 6.3088 -1.0679
O -0.9081 -5.3820 1.2092
H -2.0175 -5.1961 2.9943
H 0.6301 -1.8599 1.7793
H 1.4656 1.0894 -0.0646
C 2.5282 2.7915 -0.8118
H -0.5218 -0.9138 -0.6689
C -1.3006 -5.8574 2.5082
H -0.6450 -2.7240 2.6440
C 3.8707 2.1105 -0.7210
H -3.7503 -5.6833 -1.2493
C 2.4616 4.0999 -1.2815
C -1.3598 0.7952 -1.0092
H -2.3054 0.9455 -1.5241
H -4.2381 -6.6645 0.1501
H -2.5403 -6.6628 -0.3815
C -1.0979 1.9640 -0.0236
H -0.2048 6.5558 -0.1159
C 0.7827 6.0651 -1.7726
C 1.2211 4.6961 -1.3111
H -0.4096 -5.9266 3.1305
```

=====

(4)
Here is a gas-phase ion, C6H6N (charge +1) at a distorted geometry from OMol25. Energies are from ωB97M-V/def2-TZVPD.

The calculation puts the calculated total energy at -7796.4170 eV. As for the total charge: +1. Its relative energy (zero: lowest compared OMol25 entry of this formula, charge and spin) is 320.9 kJ/mol. The HOMO energy (spin up / spin down) comes out at -14.0 / -14.7 eV. The LUMO energy (spin up / spin down) is -0.215 / -0.262 Eh. For the HOMO-LUMO gap (spin up / spin down), the calculation gives 0.3006 / 0.2780 Eh.

```
13
C6H6N, DFT ωB97M-V/def2-TZVPD
H -2.9048 -0.9173 0.6612
H 0.1558 -1.7463 -0.0565
N 0.1259 -0.7648 0.1471
C 0.6903 1.3768 0.2254
C 1.3318 0.0987 0.1366
C -0.5635 1.4178 0.0036
C -2.3388 -0.2766 -0.0099
H 3.4052 0.2289 -0.0944
H -2.8415 0.3703 -0.6038
C -1.0199 -0.1150 0.0468
H 2.7983 -1.3486 -0.2655
H -1.4115 2.0275 -0.0897
C 2.5727 -0.3512 -0.1009
```